{"formula": "H31O15", "method": "ωB97M-V/def2-TZVPD", "elements": ["O", "O", "O", "O", "O", "O", "O", "O", "O", "O", "O", "O", "O", "O", "O", "H", "H", "H", "H", "H", "H", "H", "H", "H", "H", "H", "H", "H", "H", "H", "H", "H", "H", "H", "H", "H", "H", "H", "H", "H", "H", "H", "H", "H", "H", "H"], "coordinates": [[-1.670, 3.119, 0.109], [-3.126, -2.101, -1.186], [2.529, -2.589, -1.406], [1.612, 2.062, -2.525], [0.959, -0.324, -1.836], [-1.604, -3.864, 2.266], [-0.643, 2.037, 3.320], [-0.175, 0.568, 0.270], [0.881, 0.168, 3.706], [2.632, -0.912, 0.614], [-1.469, -0.469, -1.307], [-0.697, -4.106, -1.197], [-2.927, 1.706, 2.506], [-0.409, 3.697, -2.535], [4.024, 1.100, -1.170], [-1.732, -1.291, -0.688], [4.738, 0.872, -0.581], [-1.096, 3.514, -0.536], [1.274, 0.615, 4.481], [-0.627, 3.479, -3.443], [3.457, -3.059, -1.263], [-1.036, -4.141, 2.937], [0.858, 0.719, 0.276], [-3.644, -1.964, -1.900], [-1.526, 0.254, -0.767], [-2.621, 3.157, -0.244], [-1.423, -3.090, 1.980], [2.115, -1.726, 0.587], [0.262, -4.350, -1.280], [-0.289, -0.572, -1.629], [-0.788, 2.921, -2.036], [-0.833, 2.998, 3.520], [2.877, -0.863, 1.547], [1.012, 2.827, -2.579], [-3.145, 0.864, 2.818], [3.315, 0.818, -0.592], [-0.586, 0.845, 1.323], [0.780, -0.735, 4.041], [-2.807, -3.152, -1.431], [2.402, 2.545, -2.140], [-1.197, -4.837, -0.749], [2.829, -1.640, -1.016], [-3.354, 2.530, 2.992], [-1.078, 1.462, 3.945], [0.929, 0.654, -1.961], [1.591, -0.393, -2.630]], "e_lumo_ha": -0.0988, "charge": 1, "total_energy_ev": -31205.1717, "relative_energy_kcal_mol": 146.8}

{"formula": "H31O15", "method": "ωB97M-V/def2-TZVPD", "elements": ["O", "O", "O", "O", "O", "O", "O", "O", "O", "O", "O", "O", "O", "O", "O", "H", "H", "H", "H", "H", "H", "H", "H", "H", "H", "H", "H", "H", "H", "H", "H", "H", "H", "H", "H", "H", "H", "H", "H", "H", "H", "H", "H", "H", "H", "H"], "coordinates": [[-0.827, -0.002, 1.924], [1.068, 3.399, 1.222], [-1.386, 3.600, 1.345], [3.334, 0.386, -2.952], [0.737, -2.176, 1.835], [-2.486, -0.772, -3.494], [-2.716, -3.014, -2.151], [1.289, 1.070, 2.626], [-0.862, -1.698, 3.822], [1.396, 0.247, 0.297], [0.079, -3.637, -2.378], [0.859, -0.550, -3.185], [-3.677, 0.582, 2.105], [4.021, -0.534, -0.703], [-1.088, 1.749, -0.621], [-2.641, -2.496, -3.059], [-0.333, 1.526, -1.161], [-1.230, -0.514, 2.937], [-0.232, -2.046, 3.174], [0.976, -1.827, 1.001], [-0.802, -3.309, -2.155], [0.855, -1.459, -3.512], [0.724, -0.825, -2.258], [-3.358, -0.433, -3.615], [2.440, 0.374, -3.271], [-0.162, 0.697, 2.162], [-2.623, -2.094, -1.716], [-1.935, -0.017, -3.671], [3.961, 0.436, -0.567], [1.845, 0.469, 2.158], [-0.538, -1.736, 4.719], [1.566, -2.356, 2.274], [5.030, -0.709, -0.644], [-1.284, 3.575, 2.296], [-1.228, 4.636, 1.308], [-4.492, 1.148, 1.941], [-3.973, -0.095, 1.467], [1.394, 2.097, 2.601], [0.883, 4.320, 1.484], [-1.578, 0.695, 1.703], [3.721, -0.476, -3.007], [0.371, -4.319, -1.778], [-1.148, 2.717, -0.854], [0.388, 2.854, 0.791], [1.299, 0.428, -0.632], [2.363, 0.087, 0.191]], "e_lumo_ha": -0.1077, "charge": 1, "total_energy_ev": -31207.2954, "relative_energy_kcal_mol": 97.9}

{"formula": "H33O17", "method": "ωB97M-V/def2-TZVPD", "elements": ["O", "O", "O", "O", "O", "O", "O", "O", "O", "O", "O", "O", "O", "O", "O", "O", "O", "H", "H", "H", "H", "H", "H", "H", "H", "H", "H", "H", "H", "H", "H", "H", "H", "H", "H", "H", "H", "H", "H", "H", "H", "H", "H", "H", "H", "H", "H", "H", "H", "H"], "coordinates": [[-0.272, 1.443, 0.070], [-3.341, -1.297, -3.863], [-2.858, 4.214, -1.092], [1.070, -2.074, -0.433], [-0.522, -0.840, 4.455], [3.124, -3.017, 0.782], [1.963, 2.157, 4.319], [1.939, 0.169, 2.475], [-0.382, -2.588, -5.004], [-1.391, -1.849, -1.471], [5.666, -1.130, -0.480], [-2.211, -0.099, 0.197], [-0.748, 0.894, 2.378], [-0.499, 2.996, -1.947], [0.626, -6.176, 1.277], [1.954, 2.823, -4.508], [-3.853, 3.367, 2.825], [-0.442, -1.292, 3.577], [-0.053, -3.464, -4.763], [-0.499, 0.059, 4.186], [1.136, 2.911, -3.996], [0.610, -1.754, 0.341], [5.346, -1.340, 0.366], [1.839, 2.937, 4.850], [2.386, 2.070, -4.176], [-0.973, -2.126, -4.512], [-1.715, -2.708, -1.550], [-1.434, 0.739, -0.033], [-3.269, -1.106, -2.962], [-4.249, 3.749, 2.106], [-2.269, 0.001, 1.163], [5.119, -0.441, -0.917], [0.151, 3.592, -1.720], [0.462, -2.586, -1.026], [-0.385, 1.461, 1.501], [-2.667, -0.946, -4.394], [1.756, 0.292, 3.377], [-2.299, 3.579, -1.628], [-2.864, 3.804, 2.805], [0.719, -5.409, 1.885], [1.391, -6.210, 0.657], [2.632, -3.058, -0.009], [-2.856, 4.968, -1.793], [1.498, 2.060, 3.505], [-1.668, -1.171, -0.961], [0.265, 0.703, -0.160], [1.122, 0.188, 2.079], [2.952, -2.085, 0.885], [-0.342, 2.406, -1.160], [-1.667, 1.186, 2.496]], "e_lumo_ha": 0.0846, "charge": -1, "total_energy_ev": -35343.2323, "relative_energy_kcal_mol": 97.0}